{"formula": "C6H7BBrNO2", "method": "ωB97M-V/def2-TZVPD", "homo_energy_ev": [-5.72, -9.39], "spin_multiplicity": 3, "mol_weight_g_mol": 215.84, "orbital_gap_ha": [0.214, 0.274], "total_energy_ev": -82635.0475, "elements": ["B", "C", "C", "C", "C", "C", "C", "N", "O", "O", "Br", "H", "H", "H", "H", "H", "H", "H"], "positions_angstrom": [[0.737624, -2.093223, -0.033518], [-0.287552, 0.158901, 1.433354], [-1.749723, 0.058275, 1.833630], [0.264957, -0.681081, 0.263924], [-0.037221, 0.543543, -0.003487], [-3.704923, -0.641230, 0.481562], [0.130979, 1.760287, -0.865376], [-2.710755, -0.179570, 1.037276], [0.332156, -2.751820, -1.097637], [1.530695, -2.526964, 0.917359], [-4.783603, 0.656673, -0.588376], [0.578444, 0.340729, 2.113976], [-2.016136, 0.213745, 2.939734], [-0.809996, 2.408356, -1.152059], [0.818288, 2.401927, -0.387852], [0.571021, 1.434932, -1.803581], [0.517547, -3.628982, -1.302194], [1.976910, -3.381478, 0.817455]], "forces_ev_per_a": [[-0.46, 1.02, 0.18], [-0.30, 0.08, -0.46], [4.95, 1.12, 5.53], [-1.55, 0.88, -0.94], [0.33, 0.91, -0.17], [3.80, 1.99, 2.70], [-2.09, -0.24, -1.11], [-5.75, -3.41, -4.47], [-1.48, 1.44, -1.70], [2.28, -1.72, 2.02], [-1.26, 0.60, -1.40], [-1.66, 0.35, 0.39], [0.41, -0.51, -1.71], [1.54, -1.60, 0.95], [0.80, 0.91, 0.62], [0.05, 0.07, -0.20], [0.70, -2.20, -0.21], [-0.32, 0.32, -0.01]], "mulliken_charge": [0.45, -0.15, -0.43, 0.15, 0.09, 0.11, -1.18, 0.01, -0.50, -0.50, -0.19, 0.33, 0.34, 0.26, 0.31, 0.33, 0.28, 0.29]}

***

{"formula": "C39H47ClCrN4OS", "method": "ωB97M-V/def2-TZVPD", "homo_energy_ev": [-10.12, -10.12], "total_charge": 1, "spin_multiplicity": 4, "mol_weight_g_mol": 707.35, "de_lowest_kcal_mol": 0.00, "orbital_gap_ha": [0.253, 0.250], "total_energy_ev": -100990.9401, "elements": ["Cr", "C", "C", "C", "C", "C", "C", "C", "C", "C", "C", "C", "C", "C", "C", "C", "C", "C", "H", "H", "H", "H", "H", "H", "H", "H", "H", "H", "H", "H", "H", "H", "H", "H", "H", "H", "H", "H", "H", "H", "H", "H", "H", "H", "H", "H", "H", "Cl", "C", "C", "C", "C", "O", "C", "C", "N", "C", "C", "C", "C", "C", "C", "C", "C", "N", "C", "C", "H", "H", "H", "H", "H", "H", "H", "H", "H", "H", "C", "C", "C", "C", "N", "C", "S", "N", "C", "H", "H", "H", "H", "H", "H", "H", "H"], "positions_angstrom": [[-0.592494, -0.310185, 0.095202], [0.255606, -2.392455, -0.187328], [0.886590, -2.009629, 1.040447], [-0.165977, -1.803057, 1.989079], [-1.385702, -2.066470, 1.295098], [-1.127074, -2.512044, -0.030560], [-2.026820, -3.285957, -0.988348], [-1.403697, -4.682776, -1.148483], [-3.428097, -3.494081, -0.402713], [-2.081011, -2.623708, -2.371824], [-0.183146, -1.444435, 3.490018], [0.686450, -2.401193, 4.311800], [0.259239, -0.003524, 3.784204], [-1.614919, -1.579751, 4.025807], [2.417233, -2.109467, 1.155924], [3.064851, -0.974060, 1.957207], [3.040985, -2.116690, -0.248242], [2.787473, -3.475818, 1.762662], [0.782467, -2.663697, -1.085488], [-2.356198, -2.087639, 1.761872], [-1.279002, -5.168611, -0.177849], [-0.425848, -4.630103, -1.632141], [-2.051260, -5.312922, -1.764564], [-3.375004, -4.047419, 0.538602], [-4.031767, -4.082550, -1.097221], [-3.962265, -2.568706, -0.206565], [-1.099431, -2.668372, -2.852712], [-2.362938, -1.567640, -2.336784], [-2.790461, -3.147140, -3.018514], [1.748662, -2.206603, 4.189635], [0.488018, -3.446116, 4.060683], [0.453136, -2.258105, 5.370022], [1.216776, 0.240087, 3.328515], [0.350262, 0.136088, 4.865609], [-0.486315, 0.704357, 3.427994], [-2.002486, -2.595078, 3.907323], [-2.303300, -0.882934, 3.537603], [-1.615061, -1.344386, 5.091163], [2.759160, 0.004175, 1.577332], [4.152144, -1.038907, 1.869973], [2.825065, -1.020146, 3.018318], [2.731959, -1.260123, -0.845083], [2.791881, -3.028692, -0.795095], [4.126732, -2.090199, -0.145255], [2.558176, -3.561362, 2.818668], [3.861729, -3.637915, 1.639726], [2.267163, -4.279796, 1.234887], [5.212626, 4.042780, -1.003366], [3.904296, 2.898925, -1.003684], [3.857965, 1.893226, -1.983875], [2.817344, 1.000526, -2.027027], [1.774563, 1.045486, -1.075288], [0.788644, 0.205214, -1.165065], [1.837906, 2.064969, -0.097366], [0.745966, 2.298505, 0.789621], [-0.271948, 1.528813, 0.953685], [-1.413807, 2.019307, 1.665023], [-1.435876, 2.984418, 2.621937], [-2.668388, 3.408738, 3.175319], [-3.849859, 2.887476, 2.739602], [-3.850507, 1.882650, 1.741185], [-5.022514, 1.337868, 1.168921], [-4.917405, 0.429962, 0.160801], [-3.639285, -0.004422, -0.240797], [-2.534019, 0.432194, 0.306356], [-2.624138, 1.425520, 1.248787], [2.903298, 2.988504, -0.083021], [4.655211, 1.837613, -2.717103], [2.774603, 0.235144, -2.793769], [0.745792, 3.260544, 1.299942], [-0.517899, 3.433038, 2.981374], [-2.664608, 4.172154, 3.943164], [-4.792837, 3.237538, 3.141625], [-5.993074, 1.670244, 1.520315], [-5.790188, 0.020375, -0.328251], [-3.531567, -0.723638, -1.038444], [2.916136, 3.783423, 0.655887], [1.597914, 1.592774, -6.175565], [1.138528, 2.306490, -4.946772], [1.713121, 3.422198, -4.429076], [1.150661, 3.961494, -3.254247], [0.090777, 3.448751, -2.653223], [-0.503585, 2.344643, -3.172054], [-1.855917, 1.607408, -2.508405], [0.061381, 1.803521, -4.305614], [1.766208, 5.166362, -2.610338], [2.513961, 2.037124, -6.554446], [0.835843, 1.650391, -6.955678], [1.779534, 0.537161, -5.962589], [2.578131, 3.866883, -4.900680], [-0.399379, 0.974255, -4.654051], [2.468454, 5.669805, -3.272100], [2.303592, 4.852610, -1.710643], [0.982865, 5.856784, -2.301610]], "forces_ev_per_a": [[0.78, -0.64, 0.55], [0.13, -0.29, 0.09], [0.07, 0.24, -0.14], [-0.13, 0.28, 0.05], [-0.11, -0.24, 0.08], [-0.08, -0.05, -0.05], [-0.06, 0.07, 0.04], [0.02, -0.09, -0.05], [0.04, -0.05, 0.01], [0.03, 0.03, -0.03], [-0.04, 0.06, -0.13], [-0.01, -0.14, 0.03], [0.03, -0.02, -0.02], [-0.08, 0.01, 0.05], [-0.10, 0.10, -0.05], [-0.01, -0.03, -0.01], [0.07, 0.12, -0.07], [-0.02, -0.05, -0.04], [0.02, 0.14, -0.05], [-0.03, 0.14, -0.08], [-0.01, 0.02, -0.03], [-0.05, -0.01, 0.03], [0.05, 0.04, 0.03], [0.01, 0.02, -0.05], [0.04, 0.03, 0.02], [-0.04, 0.09, 0.02], [-0.04, 0.03, 0.04], [0.01, -0.08, -0.02], [0.05, 0.01, 0.04], [0.00, -0.04, -0.03], [0.01, 0.05, 0.01], [0.04, -0.03, -0.05], [-0.02, 0.01, 0.01], [0.00, -0.04, -0.06], [0.04, -0.05, 0.06], [0.03, 0.05, 0.03], [0.04, -0.02, 0.02], [-0.02, 0.00, -0.02], [0.02, -0.02, -0.03], [-0.05, -0.02, 0.00], [0.00, 0.00, -0.07], [0.03, -0.08, 0.05], [0.04, 0.03, 0.04], [-0.01, 0.00, -0.03], [-0.07, 0.03, 0.09], [-0.05, 0.01, 0.03], [0.04, 0.04, 0.02], [-0.08, -0.08, -0.02], [0.17, -0.12, -0.10], [0.07, 0.03, -0.04], [0.11, 0.00, -0.08], [-0.31, 0.03, -0.08], [0.08, 0.06, -0.15], [-0.03, 0.03, 0.24], [0.09, 0.28, -0.18], [-0.49, -0.23, 0.35], [0.26, -0.30, -0.44], [-0.06, 0.33, 0.34], [0.19, 0.03, 0.00], [-0.09, -0.06, -0.04], [-0.12, 0.10, 0.08], [-0.12, 0.09, 0.11], [0.05, -0.15, -0.13], [-0.22, 0.00, -0.02], [-0.12, 0.41, -0.02], [0.17, -0.22, -0.24], [-0.05, -0.01, 0.14], [-0.05, 0.00, 0.05], [0.01, 0.03, 0.05], [0.03, 0.02, -0.01], [-0.03, -0.01, 0.00], [0.03, -0.04, -0.04], [0.03, -0.02, -0.02], [0.05, 0.00, -0.01], [0.02, 0.01, 0.00], [-0.04, -0.02, 0.04], [-0.01, -0.07, -0.02], [-0.04, -0.02, 0.02], [-0.04, -0.15, -0.15], [0.14, 0.07, -0.05], [-0.15, 0.11, 0.26], [0.04, -0.10, -0.12], [0.10, 0.12, 0.17], [0.13, 0.18, -0.16], [-0.13, -0.12, 0.05], [-0.03, -0.01, 0.04], [0.00, 0.00, 0.00], [0.01, 0.00, 0.03], [0.00, 0.03, 0.00], [-0.05, 0.00, 0.04], [-0.01, -0.02, -0.04], [-0.01, -0.01, 0.00], [-0.08, 0.08, -0.15], [0.00, 0.00, -0.02]], "mulliken_charge": [-0.04, -0.97, 0.36, 0.91, -0.49, 0.27, 1.67, -1.71, -1.82, -1.45, 1.93, -1.79, -1.68, -2.07, 2.36, -1.65, -2.12, -1.61, 0.68, 0.75, 0.37, 0.31, 0.45, 0.34, 0.51, 0.27, 0.27, 0.19, 0.48, 0.25, 0.32, 0.52, -0.05, 0.71, 0.17, 0.37, 0.27, 0.44, 0.18, 0.59, 0.16, 0.35, 0.36, 0.56, 0.25, 0.47, 0.31, -0.20, -0.02, -1.02, 0.21, 0.66, -0.46, -0.48, -0.48, 1.66, -0.76, -0.07, -1.20, -0.87, 1.28, -0.96, -1.39, -0.81, 1.16, -0.39, -1.35, 0.46, 0.76, 0.33, 0.51, 0.41, 0.47, 0.47, 0.51, 0.99, 0.43, -1.52, 0.82, -0.94, 1.17, -0.38, -0.14, -0.44, 0.11, -1.15, 0.39, 0.36, 0.37, 0.43, 0.28, 0.36, 0.10, 0.37]}

***

{"formula": "C40H48N3O4P2ReSSi2", "method": "ωB97M-V/def2-TZVPD", "homo_energy_ev": [-10.14, -9.74], "total_charge": 1, "spin_multiplicity": 2, "mol_weight_g_mol": 971.23, "de_lowest_kcal_mol": 22.79, "orbital_gap_ha": [0.248, 0.242], "total_energy_ev": -102217.6233, "elements": ["Re", "O", "C", "O", "C", "C", "C", "C", "C", "N", "C", "O", "O", "H", "H", "H", "H", "C", "Si", "C", "C", "N", "P", "C", "P", "N", "Si", "C", "C", "C", "C", "C", "C", "C", "C", "C", "C", "C", "C", "C", "C", "C", "C", "C", "C", "C", "C", "C", "C", "C", "C", "C", "C", "C", "H", "H", "H", "H", "H", "H", "H", "H", "H", "H", "H", "H", "H", "H", "H", "H", "H", "H", "H", "H", "H", "H", "H", "H", "H", "H", "H", "H", "H", "H", "H", "H", "H", "H", "H", "H", "H", "H", "C", "S", "C", "H", "H", "H", "H", "H", "H"], "positions_angstrom": [[-0.389734, -0.225296, 1.356118], [1.144916, 3.915462, 3.632665], [0.614125, 2.731936, 3.323781], [-0.485316, 2.554665, 2.880355], [1.499672, 1.573984, 3.631958], [2.624565, 1.701420, 4.425579], [3.303113, 0.555691, 4.820547], [2.792954, -0.670231, 4.438310], [1.670618, -0.699149, 3.624704], [1.047254, 0.393196, 3.185028], [1.022917, -2.007248, 3.251069], [1.415449, -3.051731, 3.700565], [0.002170, -1.848935, 2.453027], [0.506680, 4.604518, 3.388178], [2.935847, 2.685420, 4.741595], [4.185214, 0.623535, 5.441815], [3.219799, -1.612438, 4.750276], [-1.344097, -4.689348, -0.581960], [-2.088397, -3.123303, 0.119555], [-2.494481, -3.482615, 1.910313], [-3.665599, -2.815811, -0.877283], [-1.001021, -1.743612, -0.037468], [0.421744, -1.668189, -0.838937], [0.872475, -0.132851, -0.147962], [0.458937, 1.453634, -0.691220], [-0.889660, 1.668923, 0.194605], [-1.759038, 3.212593, 0.167777], [-3.503011, 3.048787, 0.815345], [-1.972573, 3.793652, -1.618475], [-0.996453, 4.692523, 1.062383], [1.756734, 2.651499, -0.337433], [2.734779, 2.322989, 0.598534], [3.682129, 3.263003, 0.976790], [3.659951, 4.530766, 0.414197], [2.696665, 4.858485, -0.531279], [1.744805, 3.924276, -0.907082], [0.221115, 1.474153, -2.474127], [1.275719, 1.773744, -3.334037], [1.088253, 1.701117, -4.705643], [-0.143867, 1.319987, -5.217787], [-1.190972, 1.007643, -4.361706], [-1.009365, 1.081080, -2.991542], [1.741620, -2.825471, -0.403505], [2.653035, -2.490965, 0.597107], [3.668397, -3.366590, 0.944046], [3.790597, -4.580297, 0.284725], [2.905433, -4.910172, -0.731773], [1.889943, -4.034824, -1.080813], [0.247062, -1.913443, -2.617835], [1.375351, -1.830200, -3.432491], [1.268059, -2.076182, -4.790851], [0.041099, -2.429227, -5.338387], [-1.084272, -2.508474, -4.532410], [-0.984629, -2.234549, -3.176663], [-2.108887, -5.461680, -0.455166], [-0.458219, -5.020216, -0.041528], [-1.118738, -4.635935, -1.647314], [-3.549549, -3.729068, 2.042399], [-2.226224, -2.657253, 2.561281], [-1.906573, -4.338474, 2.245968], [-3.660305, -3.433558, -1.777740], [-3.786744, -1.778947, -1.190274], [-4.554650, -3.096233, -0.310370], [-4.075174, 2.279666, 0.293441], [-3.988363, 4.006284, 0.605418], [-3.560438, 2.871866, 1.887162], [-1.193638, 3.529506, -2.329540], [-2.062819, 4.881330, -1.619537], [-2.909244, 3.397169, -2.017686], [-1.349489, 4.734665, 2.091034], [-1.329294, 5.600190, 0.555547], [0.094537, 4.692821, 1.045488], [2.756432, 1.321144, 1.011530], [4.444248, 3.002565, 1.699213], [4.401467, 5.262987, 0.703683], [2.687440, 5.843869, -0.977491], [0.994344, 4.187353, -1.642390], [2.237716, 2.072243, -2.937211], [1.903204, 1.943466, -5.374299], [-0.288996, 1.265490, -6.288445], [-2.148044, 0.705223, -4.764234], [-1.821415, 0.844928, -2.313040], [2.569112, -1.532285, 1.094031], [4.365082, -3.100903, 1.727649], [4.582860, -5.265387, 0.554192], [3.009592, -5.848167, -1.260105], [1.221740, -4.290416, -1.891905], [2.340754, -1.589131, -3.002317], [2.144418, -2.007176, -5.420926], [-0.035154, -2.641308, -6.396311], [-2.041945, -2.776827, -4.958061], [-1.868763, -2.264257, -2.555343], [-2.821380, -0.369085, 4.112981], [-2.606894, 0.342241, 2.471959], [-4.015392, -0.321070, 1.581137], [-3.730185, 0.045764, 4.544077], [-1.968865, -0.058394, 4.713379], [-2.878368, -1.453575, 4.085462], [-4.098208, -1.394831, 1.717434], [-3.846121, -0.090911, 0.532574], [-4.921591, 0.176836, 1.921962]], "forces_ev_per_a": [[-0.28, -0.20, 0.26], [0.03, -0.03, -0.04], [0.01, -0.13, -0.12], [-0.20, 0.22, 0.19], [0.02, 0.03, -0.02], [0.00, -0.05, 0.01], [-0.05, -0.01, -0.03], [0.00, 0.06, -0.02], [0.05, -0.06, 0.06], [-0.18, 0.12, -0.13], [0.09, 0.05, 0.03], [-0.01, 0.01, 0.00], [-0.11, -0.03, 0.03], [-0.02, 0.00, -0.01], [0.01, 0.02, 0.01], [0.01, 0.00, 0.01], [0.01, -0.02, 0.01], [-0.05, 0.03, 0.03], [-0.06, -0.04, 0.00], [-0.01, 0.00, -0.02], [0.05, 0.03, 0.08], [0.15, -0.03, -0.01], [-0.19, 0.13, -0.06], [0.19, 0.08, -0.23], [0.02, -0.17, -0.09], [0.50, 0.02, 0.02], [-0.29, 0.02, 0.00], [0.04, 0.07, -0.01], [-0.02, -0.02, 0.03], [0.08, -0.12, -0.06], [0.01, -0.03, 0.07], [0.02, 0.01, -0.02], [-0.02, -0.01, -0.02], [0.01, 0.00, 0.00], [-0.01, 0.02, -0.02], [0.02, -0.02, 0.03], [0.03, 0.04, 0.04], [-0.03, 0.02, 0.01], [0.00, -0.01, -0.01], [0.01, 0.01, 0.01], [0.00, -0.02, 0.01], [0.02, -0.05, -0.02], [0.03, 0.04, -0.02], [-0.02, -0.05, 0.03], [-0.01, 0.01, -0.01], [0.00, 0.01, 0.00], [-0.01, 0.00, -0.03], [0.02, -0.03, 0.02], [0.00, 0.02, 0.03], [-0.01, 0.01, -0.02], [0.02, 0.01, 0.02], [-0.01, -0.01, 0.01], [0.01, 0.01, -0.02], [0.01, 0.02, 0.03], [-0.01, -0.03, -0.01], [0.04, 0.01, 0.02], [0.03, 0.01, -0.03], [-0.02, -0.02, 0.00], [-0.05, 0.04, 0.03], [0.02, 0.00, 0.01], [-0.01, 0.00, -0.03], [0.00, 0.08, 0.00], [-0.02, -0.01, 0.03], [0.01, -0.02, 0.00], [-0.05, 0.01, 0.00], [0.02, 0.02, 0.01], [0.03, 0.10, 0.05], [-0.05, 0.04, 0.03], [0.01, -0.06, -0.05], [-0.02, 0.00, 0.04], [0.00, 0.02, -0.02], [0.02, 0.00, 0.04], [0.01, -0.01, 0.00], [0.02, 0.00, 0.02], [0.01, 0.02, 0.00], [0.00, 0.01, 0.00], [-0.02, 0.01, -0.01], [0.01, 0.00, 0.00], [0.01, 0.00, -0.01], [0.00, 0.00, -0.02], [-0.02, -0.01, -0.01], [-0.01, 0.00, 0.00], [0.03, -0.02, -0.03], [0.01, 0.00, 0.01], [0.01, -0.01, 0.01], [0.00, -0.01, 0.00], [-0.02, -0.02, 0.01], [0.01, 0.01, 0.00], [0.01, 0.00, -0.01], [0.00, 0.00, -0.02], [-0.01, 0.00, -0.01], [0.01, -0.01, 0.00], [0.03, -0.05, -0.06], [0.09, 0.16, -0.05], [-0.03, -0.12, 0.10], [-0.01, 0.00, 0.01], [0.02, 0.01, -0.01], [0.02, -0.03, 0.00], [-0.01, -0.07, -0.03], [-0.01, -0.01, -0.04], [0.00, 0.00, 0.00]], "mulliken_charge": [0.93, -0.52, -0.19, -0.35, 0.32, -0.49, -0.92, -0.82, 0.34, 0.22, 0.11, -0.68, -0.53, 0.45, 0.65, 0.48, 0.62, -1.23, 0.10, -0.42, -1.44, 0.63, 1.93, -1.15, 1.78, 0.49, 0.36, -1.40, -1.01, -1.27, 0.49, -0.96, -0.54, -0.85, -0.70, -0.21, 0.23, -1.10, -0.83, -0.70, -0.94, 0.24, 0.59, -0.40, -0.75, -0.80, -0.79, -0.43, 0.84, -0.64, -0.94, -0.62, -0.70, -0.03, 0.51, 0.37, 0.33, 0.43, -0.56, 0.50, 0.49, 0.39, 0.38, 0.31, 0.48, 0.37, 0.15, 0.53, 0.35, 0.43, 0.52, 0.27, 0.42, 0.49, 0.41, 0.47, 0.34, 0.50, 0.46, 0.42, 0.45, 0.44, 0.17, 0.47, 0.42, 0.46, 0.55, 0.50, 0.46, 0.43, 0.46, -0.08, -1.25, 0.30, -0.71, 0.48, 0.28, 0.34, 0.25, -0.12, 0.58]}